(1)
Formula: C31H27N4NiO2PSSe
Source: OMol25
Level of theory: ωB97M-V/def2-TZVPD

Atoms and positions in Å:
Ni -0.110 0.209 -0.192
O -1.838 2.222 -0.723
N -0.443 2.062 -0.872
C 0.002 2.660 -1.901
C 1.412 2.627 -2.333
C 1.758 3.653 -3.207
C 3.070 3.827 -3.625
C 4.051 2.966 -3.168
C 3.714 1.924 -2.312
C 2.403 1.727 -1.895
P 2.107 0.283 -0.833
C 2.519 -1.189 -1.791
C 2.708 -1.161 -3.167
C 2.920 -2.346 -3.864
C 2.942 -3.556 -3.190
C 2.746 -3.592 -1.813
C 2.527 -2.414 -1.118
C 3.295 0.432 0.520
C 3.030 1.403 1.490
C 3.914 1.602 2.537
C 5.063 0.824 2.629
C 5.332 -0.139 1.668
C 4.453 -0.336 0.609
H -1.923 2.349 0.248
H -0.695 3.281 -2.458
H 0.991 4.335 -3.552
H 3.320 4.634 -4.299
H 5.079 3.095 -3.479
H 4.491 1.249 -1.970
H 2.688 -0.223 -3.707
H 3.073 -2.319 -4.934
H 3.119 -4.474 -3.734
H 2.775 -4.536 -1.284
H 2.389 -2.450 -0.041
H 2.143 2.025 1.411
H 3.715 2.366 3.278
H 5.754 0.978 3.447
H 6.232 -0.735 1.736
H 4.674 -1.086 -0.140
Se -1.875 3.239 3.491
N -1.052 2.273 4.703
C -0.477 1.268 4.059
C 0.282 0.229 4.681
C 0.793 -0.736 3.881
C 0.581 -0.675 2.476
N -0.100 0.253 1.853
C -0.659 1.248 2.636
N -1.385 2.219 2.122
H 0.427 0.233 5.753
H 1.376 -1.553 4.282
H 1.028 -1.442 1.850
C -1.672 -3.358 -1.773
S -1.341 -1.915 -0.805
O -0.716 -0.889 -1.790
C -2.964 -1.352 -0.423
C -3.415 -1.534 0.878
C -4.690 -1.094 1.205
C -5.469 -0.464 0.244
C -4.990 -0.268 -1.049
C -3.726 -0.713 -1.397
H -2.271 -3.033 -2.624
H -2.217 -4.065 -1.150
H -0.715 -3.769 -2.091
H -2.794 -2.028 1.618
H -5.073 -1.243 2.206
H -6.461 -0.118 0.504
H -5.606 0.228 -1.786
H -3.331 -0.553 -2.392

Computed properties:
E ... -6215.74111 a.u.
Multiplicity ... 3
Net charge ... +2
F_max ... 0.91 eV/Å
Highest occupied orbital energy (alpha / beta) ... -13.812 / -14.318 eV
Gap between HOMO and LUMO (alpha / beta) ... 7.00 / 7.45 eV
<S²> ... 2.009

(2)
Formula: C47H44F3GeKN7S
Source: OMol25
Level of theory: ωB97M-V/def2-TZVPD

Atoms and positions in Å:
K 0.457 -0.293 0.219
C 0.758 2.254 3.139
C -0.744 2.263 2.804
N -1.196 1.201 1.878
C -2.341 1.711 1.148
C -1.835 2.681 0.108
C -2.516 3.871 -0.238
C -1.867 4.759 -1.050
C -0.641 4.429 -1.629
C -0.106 3.145 -1.344
C 1.272 2.715 -1.829
N 2.142 2.106 -0.883
C 2.746 3.046 0.016
C 1.942 3.248 1.301
N 1.613 1.982 2.022
N -0.695 2.319 -0.484
H 0.904 1.511 3.909
H 1.029 3.204 3.660
H -0.961 3.254 2.393
H -1.257 2.290 3.764
H -1.392 0.357 2.458
H -3.022 2.275 1.786
H -2.867 0.849 0.683
H -3.453 4.088 0.211
H -2.292 5.687 -1.294
H -0.161 5.172 -2.211
H 1.707 3.607 -2.395
H 1.067 1.969 -2.587
H 2.849 1.657 -1.431
H 2.833 4.042 -0.453
H 3.775 2.771 0.197
H 0.968 3.716 1.089
H 2.556 3.928 1.914
H 2.522 1.648 2.338
N -4.432 -0.868 -1.148
C -4.596 -1.655 -0.021
C -5.680 -2.114 0.668
C -5.386 -2.777 1.861
C -4.120 -3.004 2.308
C -3.029 -2.573 1.578
C -3.259 -1.894 0.392
N -2.327 -1.268 -0.484
C -3.104 -0.715 -1.388
C -2.634 0.174 -2.459
C -3.340 1.104 -3.121
S -2.358 2.007 -4.139
C -1.039 1.115 -3.656
N -1.292 0.193 -2.790
H -5.147 -0.516 -1.798
H -6.717 -1.912 0.448
H -6.227 -3.192 2.431
H -3.990 -3.555 3.199
H -1.991 -2.716 1.897
H -4.357 1.339 -2.996
H -0.103 1.265 -4.182
F -1.936 -1.070 9.488
C -1.680 -0.030 8.657
F -0.886 0.816 9.355
F -2.860 0.568 8.541
C -1.137 -0.463 7.335
C 0.235 -0.444 7.155
C 0.766 -0.927 5.948
C -0.065 -1.399 4.923
C -1.461 -1.343 5.122
C -1.980 -0.907 6.346
C 0.420 -1.688 3.645
C 0.732 -1.963 2.492
H 0.885 -0.049 7.888
H 1.843 -0.908 5.766
H -2.128 -1.590 4.299
H -3.037 -0.916 6.504
C 5.164 -2.328 -1.071
Ge 3.390 -1.878 -1.715
C 2.394 -3.589 -1.946
C 2.405 -4.464 -3.029
C 1.610 -5.556 -3.089
C 0.764 -5.884 -2.045
C 0.802 -5.040 -0.938
C 1.565 -3.888 -0.875
C 3.412 -0.581 -3.210
C 4.453 0.297 -3.124
C 4.556 1.521 -3.854
C 3.544 1.847 -4.695
C 2.508 0.864 -4.989
C 1.600 1.098 -6.058
C 0.662 0.202 -6.377
C 0.608 -1.013 -5.637
C 1.449 -1.283 -4.578
C 2.462 -0.342 -4.276
H 5.947 -2.509 -1.792
H 4.997 -3.231 -0.438
H 5.548 -1.634 -0.324
H 3.098 -4.259 -3.851
H 1.706 -6.184 -4.004
H 0.143 -6.730 -2.108
H 0.123 -5.330 -0.111
H 1.470 -3.234 -0.015
H 5.271 0.169 -2.400
H 5.451 2.100 -3.767
H 3.639 2.740 -5.319
H 1.605 2.036 -6.617
H -0.022 0.465 -7.211
H -0.155 -1.769 -5.864
H 1.455 -2.203 -3.945

Computed properties:
E ... -5575.24953 a.u.
Multiplicity ... 2
F_max ... 2.37 eV/Å
Highest occupied orbital energy (alpha / beta) ... -7.064 / -7.062 eV
Gap between HOMO and LUMO (alpha / beta) ... 7.11 / 6.01 eV
<S²> ... 0.756

(3)
Formula: C21H12N3O7Pt
Source: OMol25
Level of theory: ωB97M-V/def2-TZVPD

Atoms and positions in Å:
Pt -2.159 2.339 -0.744
O 1.381 6.344 2.121
C 0.607 5.624 1.545
C 0.461 5.492 0.028
O 1.102 6.098 -0.802
C -0.580 4.477 -0.162
C -1.049 4.019 1.067
O -2.000 3.125 1.105
C -0.396 4.672 2.189
O -0.576 4.518 3.381
O -1.013 3.987 -1.278
C 3.597 -0.609 2.601
O 3.461 -0.584 1.193
C 2.630 -1.498 0.628
C 2.248 -1.244 -0.691
C 1.385 -2.097 -1.343
C 0.897 -3.233 -0.691
C 1.336 -3.518 0.589
C 2.183 -2.647 1.267
N 0.050 -4.209 -1.318
N -0.928 -3.892 -2.017
C -1.379 -2.537 -2.102
C -1.570 -2.004 -3.356
C -1.889 -0.658 -3.565
C -2.079 0.190 -2.481
O -2.388 1.449 -2.561
C -2.021 -0.407 -1.178
N -2.322 0.442 -0.147
C -2.287 0.015 1.095
C -1.998 -1.328 1.389
C -1.712 -2.205 0.382
C -1.679 -1.749 -0.958
H 4.103 0.313 2.874
H 4.198 -1.463 2.930
H 2.620 -0.643 3.089
H 2.623 -0.352 -1.175
H 1.079 -1.871 -2.355
H 0.987 -4.423 1.071
H 2.489 -2.877 2.277
H -1.395 -2.649 -4.209
H -1.974 -0.257 -4.566
H -2.514 0.748 1.858
H -2.012 -1.650 2.421
H -1.518 -3.246 0.600

Computed properties:
E ... -1617.75196 a.u.
Net charge ... -1
F_max ... 0.80 eV/Å
Highest occupied orbital energy ... -4.672 eV
Gap between HOMO and LUMO ... 6.48 eV

(4)
Formula: C33H35N8O4S4Ti
Source: OMol25
Level of theory: ωB97M-V/def2-TZVPD

Atoms and positions in Å:
Ti -0.015 -0.975 0.852
S 1.939 -0.592 2.112
C 2.928 -0.590 0.675
N 4.198 -0.930 0.649
N 4.728 -1.388 1.730
C 6.080 -1.839 1.768
C 6.881 -1.816 0.639
C 8.176 -2.300 0.737
C 8.660 -2.797 1.942
C 7.844 -2.800 3.063
C 6.547 -2.318 2.980
N 2.476 -0.201 -0.561
N 1.230 -0.109 -0.717
C 0.943 0.504 -2.010
C -0.004 -0.022 -2.867
C -0.210 0.564 -4.108
C 0.527 1.673 -4.490
C 1.480 2.196 -3.624
C 1.688 1.612 -2.386
H 4.147 -1.506 2.560
H 6.494 -1.428 -0.293
H 8.812 -2.291 -0.138
H 9.669 -3.182 2.004
H 8.214 -3.176 4.007
H 5.903 -2.317 3.853
H -0.555 -0.911 -2.609
H -0.943 0.137 -4.780
H 0.373 2.119 -5.465
H 2.071 3.056 -3.912
H 2.427 2.014 -1.706
C -3.930 -0.851 -1.176
C -2.729 -0.437 -0.592
N -1.668 -1.222 -0.552
C -1.746 -2.471 -1.077
C -2.898 -2.965 -1.671
C -4.017 -2.110 -1.704
C -2.892 -4.291 -2.230
C -1.773 -5.040 -2.206
C -0.559 -4.534 -1.620
C 0.642 -5.265 -1.580
C 1.755 -4.701 -1.022
C 1.669 -3.414 -0.476
N 0.552 -2.712 -0.482
C -0.550 -3.264 -1.059
H -4.770 -0.171 -1.192
H -2.628 0.551 -0.167
H -4.938 -2.457 -2.158
H -3.801 -4.669 -2.681
H -1.765 -6.035 -2.632
H 0.673 -6.267 -1.991
H 2.696 -5.230 -0.974
H 2.532 -2.959 -0.011
S -1.920 2.848 -1.462
C -2.590 3.612 -2.823
N -3.906 3.576 -3.093
C -4.547 4.228 -4.233
C -3.722 5.428 -4.655
C -2.287 4.989 -4.873
N -1.816 4.289 -3.683
H -4.463 3.106 -2.401
H -5.549 4.529 -3.932
H -4.645 3.525 -5.064
H -3.758 6.191 -3.876
H -4.125 5.858 -5.571
H -1.638 5.845 -5.044
H -2.220 4.337 -5.749
H -0.833 4.264 -3.466
C 0.543 3.382 1.880
C -0.931 3.281 2.255
C -1.140 1.786 2.286
O -0.316 1.281 1.181
C 0.691 2.286 0.844
H 1.168 3.179 2.751
H 0.821 4.351 1.467
H -1.554 3.742 1.486
H -1.162 3.731 3.220
H -2.164 1.475 2.110
H -0.784 1.338 3.213
H 0.469 2.641 -0.160
H 1.670 1.818 0.868
O -0.278 -0.987 4.138
S -1.137 -1.768 3.291
O -2.354 -2.269 3.836
O -1.467 -0.883 1.996
S -0.099 -3.121 2.213

Computed properties:
E ... -4459.66899 a.u.
Net charge ... +1
F_max ... 1.11 eV/Å
Highest occupied orbital energy ... -10.004 eV
Gap between HOMO and LUMO ... 6.09 eV

(5)
Formula: C15H30F6Li2N3O27S6
Source: OMol25
Level of theory: ωB97M-V/def2-TZVPD

Atoms and positions in Å:
Li 15.412 7.134 1.793
Li 14.809 8.878 0.093
N 14.020 9.971 -1.419
S 14.668 11.585 -1.402
O 14.803 12.136 -0.047
O 14.387 12.579 -2.446
F 16.176 11.018 -1.635
S 12.568 10.507 -1.480
O 12.139 10.886 -2.829
O 11.957 11.219 -0.319
F 11.942 9.030 -1.364
N 16.500 7.613 0.178
S 16.472 6.655 -1.170
O 17.190 5.376 -1.193
O 16.082 7.411 -2.424
F 15.001 6.038 -0.871
S 18.098 7.823 0.039
O 18.631 8.569 -1.077
O 19.036 6.908 0.689
F 18.174 8.891 1.179
N 13.867 8.211 1.517
S 12.385 7.337 1.427
O 11.153 8.105 1.246
O 12.289 6.121 2.210
F 12.588 6.686 -0.059
S 13.423 8.888 2.838
O 13.357 8.007 4.015
O 12.538 9.962 2.677
F 14.777 9.797 3.308
C 14.744 1.556 3.653
O 15.061 2.883 3.336
C 14.913 3.416 2.160
O 15.304 4.593 1.847
O 14.316 2.562 1.348
C 13.909 3.150 0.066
H 15.232 0.820 3.014
H 13.685 1.308 3.579
H 15.004 1.285 4.676
H 13.440 2.323 -0.469
H 14.862 3.419 -0.388
H 13.231 4.003 0.066
C 18.270 14.101 -1.504
O 18.393 13.027 -0.654
C 18.333 13.316 0.721
O 18.345 14.411 1.328
O 18.177 12.139 1.392
C 17.516 12.089 2.592
H 18.135 13.851 -2.556
H 19.244 14.589 -1.540
H 17.494 14.816 -1.233
H 17.347 11.036 2.817
H 16.657 12.754 2.500
H 18.119 12.319 3.471
C 5.785 4.847 4.320
O 7.134 5.137 3.955
C 8.079 5.281 4.979
O 8.114 4.744 6.036
O 9.252 5.955 4.589
C 9.081 6.888 3.482
H 5.585 5.515 5.158
H 5.745 3.763 4.417
H 5.356 5.295 3.423
H 9.774 7.711 3.656
H 8.075 7.284 3.347
H 9.414 6.361 2.588
C 19.174 6.201 3.854
O 18.188 6.063 4.778
C 16.891 6.068 4.508
O 16.403 6.543 3.512
O 16.219 5.502 5.543
C 14.789 5.271 5.388
H 19.013 5.460 3.072
H 20.145 6.147 4.347
H 19.202 7.152 3.321
H 14.565 5.454 4.338
H 14.258 6.057 5.925
H 14.482 4.288 5.745
C 10.385 0.215 -1.315
O 10.355 1.374 -0.542
C 10.971 1.440 0.699
O 11.513 0.531 1.340
O 10.730 2.619 1.115
C 10.962 3.032 2.478
H 9.797 0.221 -2.233
H 10.211 -0.700 -0.749
H 11.384 -0.001 -1.695
H 11.996 2.926 2.804
H 10.457 2.316 3.125
H 10.688 4.085 2.541

Computed properties:
E ... -5788.66301 a.u.
Multiplicity ... 2
Net charge ... -2
F_max ... 9.05 eV/Å
Highest occupied orbital energy (alpha / beta) ... 0.349 / -4.104 eV
Gap between HOMO and LUMO (alpha / beta) ... 2.93 / 7.38 eV
<S²> ... 0.752

(6)
Formula: CaH14NO10
Source: OMol25
Level of theory: ωB97M-V/def2-TZVPD

Atoms and positions in Å:
Ca 2.722 16.643 -4.224
N -0.373 15.811 -5.579
O -1.147 16.630 -6.068
O 0.496 16.222 -4.707
O -0.370 14.617 -5.869
O 2.577 17.159 -6.666
H 3.467 17.203 -7.034
H 2.027 16.758 -7.352
O 4.222 17.403 -2.269
H 4.695 16.861 -1.626
H 4.580 18.289 -2.152
O 5.007 16.583 -5.046
H 5.605 17.315 -4.854
H 5.508 15.996 -5.624
O 2.459 14.960 -2.476
H 2.609 14.011 -2.414
H 2.331 15.256 -1.568
O 1.118 17.782 -2.628
H 0.226 17.581 -2.956
H 1.016 18.076 -1.717
O 2.931 14.484 -5.273
H 2.403 13.738 -4.963
H 3.392 14.153 -6.051
O 3.076 19.155 -4.402
H 2.262 19.675 -4.364
H 3.715 19.662 -3.892

Computed properties:
E ... -1493.00589 a.u.
Net charge ... +1
F_max ... 1.17 eV/Å
Highest occupied orbital energy ... -11.364 eV
Gap between HOMO and LUMO ... 7.71 eV

(7)
Formula: C6H11ClN
Source: OMol25
Level of theory: ωB97M-V/def2-TZVPD

Atoms and positions in Å:
C 0.842 1.066 -0.279
C -0.473 -1.025 -0.912
C -1.179 -0.006 0.070
C 1.017 -1.134 -0.718
C 1.507 -1.963 0.527
C -1.083 2.323 0.485
N -0.346 1.111 0.125
Cl 2.153 2.083 -0.196
H -0.890 -1.956 -0.725
H -0.777 -0.677 -1.834
H -2.140 0.372 -0.161
H -1.352 -0.545 0.992
H 1.624 -1.160 -1.632
H 1.772 -1.244 1.367
H 2.330 -2.394 0.215
H 0.719 -2.663 0.742
H -1.395 2.123 1.527
H -1.942 2.426 -0.233
H -0.383 3.264 0.639

Computed properties:
E ... -749.78713 a.u.
Net charge ... +1
F_max ... 5.93 eV/Å
Highest occupied orbital energy ... -13.927 eV
Gap between HOMO and LUMO ... 10.00 eV